Entry 1:
A cluster of 2 separate species, CH4NO2PS in total. Source: OMol25; level of theory: ωB97M-V/def2-TZVPD.

Results
E_LUMO: 0.3 eV
HOMO-LUMO gap: 8.7 eV
SMILES: NP=S.O=CO
highest occupied orbital energy: -8.4 eV

Last column: Löwdin charge in e.
Element x y z (Å)
N 0.243 -1.717 1.614  -0.303
P 0.157 -1.505 -0.024  0.343
S 1.943 -1.871 -0.676  0.030
H 1.106 -1.976 2.069  0.024
H -0.564 -1.593 2.204  0.024
O 0.012 0.954 -0.524  -0.104
C 0.047 1.565 -1.559  -0.399
O -0.981 1.781 -2.357  0.100
H 0.957 2.030 -1.965  0.151
H -1.785 1.366 -2.000  0.133



Entry 2:
A cluster of 2 separate species, CH4NO2S in total. Source: OMol25; level of theory: ωB97M-V/def2-TZVPD.

Results
E_LUMO: 4.1 eV
HOMO-LUMO gap: 7.6 eV
total charge: -1
highest occupied orbital energy: -3.4 eV

Last column: Löwdin charge in e.
Element x y z (Å)
C 2.010 0.287 0.413  -0.240
N 1.523 0.350 -0.732  -0.009
O -3.476 0.110 0.182  -0.647
O -1.118 0.919 -0.074  -0.687
S -2.144 -0.218 -0.319  0.558
H 2.875 -0.266 0.667  0.005
H 1.621 0.844 1.370  0.081
H -1.639 -1.072 0.709  -0.067
H 0.475 0.671 -0.623  0.006



Entry 3:
A cluster of 2 separate species, CH4NO2S2 in total. Source: OMol25; level of theory: ωB97M-V/def2-TZVPD.

Results
E_LUMO: 3.7 eV
HOMO-LUMO gap: 7.9 eV
total charge: -1
highest occupied orbital energy: -4.2 eV

Last column: Löwdin charge in e.
Element x y z (Å)
C 1.496 -0.424 0.079  -0.694
N -0.554 -0.878 0.164  -0.357
O -1.106 1.668 -0.282  -0.414
O -2.921 -0.115 0.268  -0.560
S 2.025 1.138 0.566  0.311
S -1.535 0.304 0.673  0.687
H 1.676 -0.654 -0.982  -0.006
H 1.806 -1.389 0.699  0.046
H -0.786 -1.126 -0.865  0.051
H -0.103 1.477 -0.319  -0.064



Entry 4:
The ion CH4NO2Si with charge -1. Source: OMol25; level of theory: ωB97M-V/def2-TZVPD.

Results
E_LUMO: 4.4 eV
HOMO-LUMO gap: 8.2 eV
total charge: -1
highest occupied orbital energy: -3.9 eV

Last column: Löwdin charge in e.
Element x y z (Å)
C 1.833 0.376 -0.437  -0.222
N 0.034 0.595 -0.428  -0.175
O -0.149 -2.166 -0.256  -0.512
O 2.256 1.087 0.424  -0.136
Si -0.748 -0.884 0.304  0.105
H -0.192 1.452 0.068  0.049
H -0.212 0.691 -1.403  0.049
H -2.185 -0.588 -0.018  -0.086
H -0.637 -0.562 1.747  -0.071



Entry 5:
A structure of composition CH4NO3. Source: OMol25; level of theory: ωB97M-V/def2-TZVPD.

Results
E_LUMO (alpha / beta): 4.3 / 4.3 eV
HOMO-LUMO gap (alpha / beta): 6.8 / 6.8 eV
total charge: -1
highest occupied orbital energy (alpha / beta): -2.5 / -2.5 eV

Last column: Löwdin charge in e.
Element x y z (Å)
C 0.801 0.235 -1.477  -0.253
N -0.985 -0.637 0.907  -0.224
O 0.135 -0.078 2.116  -0.281
O 1.148 1.279 -1.891  -0.047
O -1.368 0.152 -0.067  -0.343
H 0.138 -0.368 -2.150  0.073
H 1.221 -0.273 -0.483  0.097
H -1.793 -0.646 1.557  0.049
H 0.702 0.337 1.488  -0.071



Entry 6:
The molecule CH4NO3P. Source: OMol25; level of theory: ωB97M-V/def2-TZVPD.

Results
E_LUMO: -0.1 eV
HOMO-LUMO gap: 8.9 eV
SMILES: O=[P@@]1(O)CN1O
highest occupied orbital energy: -9.0 eV

Last column: Löwdin charge in e.
Element x y z (Å)
O 1.881 1.050 0.871  -0.326
P 1.054 -0.101 0.268  0.668
O 1.628 -0.748 -1.061  -0.210
C -0.603 -0.749 0.649  -0.176
N -0.577 0.219 -0.420  -0.296
O -1.285 1.360 -0.064  -0.052
H 0.743 -1.150 -1.537  0.167
H -0.831 -0.233 1.536  0.075
H -0.986 -1.695 0.402  0.071
H -1.023 2.048 -0.645  0.080



Entry 7:
A cluster of 2 separate species, CH4NOP in total. Source: OMol25; level of theory: ωB97M-V/def2-TZVPD.

Results
E_LUMO: 0.9 eV
HOMO-LUMO gap: 10.7 eV
SMILES: C#[N+][O-].P
highest occupied orbital energy: -9.8 eV

Last column: Löwdin charge in e.
Element x y z (Å)
C 1.203 0.077 -1.270  0.087
N 1.582 -0.591 -0.433  -0.252
O 2.000 -1.366 0.391  0.003
H 0.968 0.939 -1.718  0.040
P -1.004 0.188 1.034  0.673
H -0.906 0.848 -0.232  -0.168
H -1.734 -0.878 0.619  -0.192
H -2.110 0.784 1.609  -0.192



Entry 8:
A cluster of 2 separate species, CH4NOP in total. Source: OMol25; level of theory: ωB97M-V/def2-TZVPD.

Results
E_LUMO (alpha / beta): -1.2 / -1.4 eV
HOMO-LUMO gap (alpha / beta): 7.5 / 6.6 eV
highest occupied orbital energy (alpha / beta): -8.7 / -8.0 eV

Last column: Löwdin charge in e.
Element x y z (Å)
C 0.160 1.163 0.554  -0.337
N -0.517 -2.087 -1.040  -0.379
O 0.723 0.845 -0.657  -0.390
P 0.918 -1.766 -0.811  0.940
H 0.944 0.953 1.359  0.078
H -0.604 0.362 0.666  0.038
H -0.242 2.062 0.767  0.023
H -1.381 -1.532 -0.838  0.027



Entry 9:
A cluster of 2 separate species, CH4NOPS in total. Source: OMol25; level of theory: ωB97M-V/def2-TZVPD.

Results
E_LUMO (alpha / beta): -1.0 / -1.0 eV
HOMO-LUMO gap (alpha / beta): 7.3 / 7.3 eV
SMILES: [H]/P=[NH+]\[S-].C=O
highest occupied orbital energy (alpha / beta): -8.4 / -8.2 eV

Last column: Löwdin charge in e.
Element x y z (Å)
H -0.145 1.491 -1.865  -0.094
P 0.917 0.495 -1.374  0.731
N -0.044 -0.791 -1.040  -1.023
S -1.578 -1.060 -0.717  0.670
H 0.505 -1.672 -1.196  0.035
C 0.117 0.365 1.611  -0.258
O -0.947 -0.158 1.448  -0.230
H 0.157 1.557 1.417  0.108
H 1.019 -0.226 1.717  0.060



Entry 10:
A cluster of 2 separate species, CH4NOS in total. Source: OMol25; level of theory: ωB97M-V/def2-TZVPD.

Results
E_LUMO: 4.2 eV
HOMO-LUMO gap: 7.3 eV
total charge: -1
highest occupied orbital energy: -3.2 eV

Last column: Löwdin charge in e.
Element x y z (Å)
S -1.159 -1.742 1.302  -0.209
H -2.013 -1.134 2.160  -0.450
C 0.292 1.078 -0.711  -0.426
N 0.722 -0.218 -0.921  0.035
O 0.803 2.065 -1.216  -0.028
H -0.278 1.204 0.222  0.106
H 1.589 -0.487 -0.470  0.085
H 0.044 -0.767 -0.365  -0.114



Entry 11:
A cluster of 2 separate species, CH4NOS2 in total. Source: OMol25; level of theory: ωB97M-V/def2-TZVPD.

Results
E_LUMO: -6.0 eV
HOMO-LUMO gap: 8.2 eV
total charge: +1
highest occupied orbital energy: -14.2 eV

Last column: Löwdin charge in e.
Element x y z (Å)
C 0.915 0.392 0.174  -1.191
N -1.131 -0.545 0.131  0.068
O 1.506 -0.452 -0.624  0.076
S 1.030 0.731 1.813  0.833
S 0.696 2.075 0.128  0.809
H -0.855 -0.916 -0.764  0.059
H -1.787 0.232 -0.098  0.091
H -1.678 -1.067 0.812  0.092
H 1.303 -0.450 -1.571  0.163



Entry 12:
A cluster of 2 separate species, CH4NP in total. Source: OMol25; level of theory: ωB97M-V/def2-TZVPD.

Results
E_LUMO: -0.4 eV
HOMO-LUMO gap: 8.5 eV
highest occupied orbital energy: -8.9 eV

Last column: Löwdin charge in e.
Element x y z (Å)
C -0.858 -0.131 -0.396  -0.313
N 0.149 0.307 0.530  -0.531
P 1.656 -0.225 0.650  0.730
H -1.842 -0.095 0.076  0.043
H -0.385 -1.287 -1.193  0.142
H -0.837 0.576 -1.294  0.060
H 2.117 0.856 1.627  -0.129



Entry 13:
The molecule CH4NP3. Source: OMol25; level of theory: ωB97M-V/def2-TZVPD.

Results
E_LUMO: -0.1 eV
HOMO-LUMO gap: 8.5 eV
SMILES: N#C[PH2]=P#[PH2]
highest occupied orbital energy: -8.5 eV

Last column: Löwdin charge in e.
Element x y z (Å)
N -1.637 1.049 -2.694  0.083
C -1.221 0.303 -1.930  -0.450
P -0.682 -0.636 -0.467  0.379
P -0.458 0.027 1.508  0.140
P 1.608 0.563 1.154  0.308
H 0.345 -1.310 -1.126  -0.036
H -1.692 -1.578 -0.561  -0.046
H 1.597 1.741 1.894  -0.190
H 2.141 -0.158 2.222  -0.188



Entry 14:
A cluster of 2 separate species, CH4NS in total. Source: OMol25; level of theory: ωB97M-V/def2-TZVPD.

Results
E_LUMO: 4.4 eV
HOMO-LUMO gap: 7.1 eV
total charge: -1
highest occupied orbital energy: -2.6 eV

Last column: Löwdin charge in e.
Element x y z (Å)
S 1.166 1.446 0.763  -0.355
H 1.980 0.681 0.008  -0.484
C -1.148 -1.083 -0.384  -0.169
N -1.552 -2.029 -1.138  -0.028
H -1.098 -1.173 0.688  0.037
H -0.571 -0.231 -0.737  -0.012
H -1.187 -1.869 -2.077  0.011



Entry 15:
A cluster of 2 separate species, CH4NS in total. Source: OMol25; level of theory: ωB97M-V/def2-TZVPD.

Results
E_LUMO: 4.4 eV
HOMO-LUMO gap: 7.0 eV
total charge: -1
highest occupied orbital energy: -2.6 eV

Last column: Löwdin charge in e.
Element x y z (Å)
S -1.581 -0.456 1.865  -0.293
H -2.362 -1.494 2.216  -0.490
C 0.498 0.191 -0.546  -0.183
N 1.050 0.576 -1.646  -0.020
H -0.374 -0.455 -0.636  -0.008
H 0.943 0.485 0.384  0.029
H 1.825 1.153 -1.636  -0.035



Entry 16:
A cluster of 2 separate species, CH4NS in total. Source: OMol25; level of theory: ωB97M-V/def2-TZVPD.

Results
E_LUMO: 4.6 eV
HOMO-LUMO gap: 7.3 eV
total charge: -1
highest occupied orbital energy: -2.7 eV

Last column: Löwdin charge in e.
Element x y z (Å)
S 1.403 0.972 0.592  -0.312
H 2.161 1.119 1.691  -0.497
C -1.425 -0.782 -0.177  -0.204
N -1.714 -1.471 -1.209  -0.033
H -1.578 -1.170 0.832  0.048
H -1.074 0.246 -0.231  -0.026
H -1.051 -1.190 -1.936  0.024



Entry 17:
A cluster of 2 separate species, CH4NS in total. Source: OMol25; level of theory: ωB97M-V/def2-TZVPD.

Results
E_LUMO (alpha / beta): 7.4 / 7.4 eV
HOMO-LUMO gap (alpha / beta): 3.9 / 6.5 eV
total charge: -2
⟨S²⟩: 0.753
highest occupied orbital energy (alpha / beta): 3.6 / 0.9 eV
multiplicity: 2

Last column: Mulliken spin population.
Element x y z (Å)
S 1.723 1.772 -0.048  0.003
H 1.115 1.253 0.980  0.004
C -2.072 -1.902 -0.507  0.556
N -1.528 -1.879 0.633  0.299
H -1.726 -2.158 -1.576  0.049
H -3.139 -1.508 -0.618  0.061
H -0.688 -1.371 0.598  0.028



Entry 18:
A structure of composition CH4Na7O5. Source: OMol25; level of theory: ωB97M-V/def2-TZVPD.

Results
E_LUMO: -18.2 eV
HOMO-LUMO gap: 6.0 eV
total charge: +5
highest occupied orbital energy: -24.2 eV

Last column: Löwdin charge in e.
Element x y z (Å)
Na -3.070 -0.356 0.498  0.859
Na 0.275 -2.896 2.378  0.903
Na -1.823 -3.322 -0.443  0.873
Na 0.580 -0.271 -3.017  0.850
Na 2.674 -1.218 0.026  0.903
Na -2.716 -1.277 -3.157  0.904
Na -1.037 0.034 3.183  0.828
C -0.381 -0.615 -0.305  -0.870
O 0.716 -0.032 -0.501  -0.062
O -1.125 -0.940 -1.290  -0.114
O -0.728 -1.031 0.891  -0.167
O 0.611 1.755 1.971  0.006
H 0.550 1.090 1.286  -0.029
H 1.416 1.538 2.471  0.092
O 1.718 2.613 -1.407  -0.004
H 1.430 1.893 -0.855  -0.040
H 0.909 3.035 -1.730  0.067



Entry 19:
A cluster of 2 separate species, CH4O2 in total. Source: OMol25; level of theory: ωB97M-V/def2-TZVPD.

Results
E_LUMO (alpha / beta): 0.1 / 0.6 eV
HOMO-LUMO gap (alpha / beta): 7.1 / 9.2 eV
highest occupied orbital energy (alpha / beta): -6.9 / -8.6 eV

Last column: Löwdin charge in e.
Element x y z (Å)
C -0.097 0.000 -0.320  -0.390
O 0.577 1.065 0.136  0.033
O -1.360 -0.114 0.053  0.029
H 0.150 -0.468 -1.258  0.098
H 0.788 -1.967 0.770  -0.014
H 1.438 1.157 -0.286  0.117
H -1.496 0.326 0.906  0.127



Entry 20:
A cluster of 2 separate species, CH4O2 in total. Source: OMol25; level of theory: ωB97M-V/def2-TZVPD.

Results
E_LUMO: 0.4 eV
HOMO-LUMO gap: 8.6 eV
highest occupied orbital energy: -8.3 eV

Last column: Löwdin charge in e.
Element x y z (Å)
C 0.017 0.085 -0.424  -0.385
O -1.140 -0.385 0.145  0.009
O 1.119 -0.363 0.169  0.036
H 0.067 0.201 -1.562  0.120
H -0.112 2.016 -0.202  0.088
H -0.873 -0.918 0.847  0.058
H 0.922 -0.636 1.027  0.074



Values of energy above the lowest of the compared OMol25 structures with the same formula, charge and spin, in order: 0.149 3.437 3.227 0.858 6.291 4.266 4.628 4.322 2.591 0.829 2.003 1.841 0.957 0.289 0.434 0.613 0.447 3.360 3.562 3.072, all in eV.
Values of max |F|, in order: 0.961 3.018 2.763 2.466 3.712 4.118 3.200 6.414 3.391 3.271 2.710 4.557 0.956 1.524 3.838 2.084 6.695 2.307 2.147 4.159, all in eV Å⁻¹.